20
Properties=species:S:1:pos:R:3 method="wB97M-V/def2-TZVPD" spin_multiplicity=1 e_tot_ha=-478.12837 total_charge=0 largest_force_ev_per_a=7.0 gap_ev=9.26
C -1.6036 -1.9361 -2.1926
C -1.7430 0.0046 -0.3565
C -0.6061 0.6864 0.3392
C -0.3769 2.1046 0.7575
C 0.6390 2.5854 1.5238
C 1.8686 1.6936 1.7085
C 1.7288 0.3382 1.1226
C 0.5540 -0.1280 0.4290
C 0.3275 -1.3459 -0.5825
H -2.2268 -0.8395 -2.8121
H -2.0485 -3.1124 -1.5076
H -0.6329 -2.3184 -2.8798
H -2.4985 -0.6784 0.3316
H -2.3664 0.7466 -1.1138
H -1.1519 2.6467 0.5768
H 0.5331 3.7636 1.5463
H 2.8261 2.0995 1.9913
H 2.6311 -0.2115 0.7038
N -0.9833 -1.0005 -1.0920
O 0.8861 -2.3887 -0.7108